[1]
ORCA calculation (ωB97M-V/def2-TZVPD) on a cluster of 2 separate species, C24H47Cl2IN5O2P in total in a non-equilibrium geometry.

Cartesian coordinates (Å):
C  2.30720  1.21007  2.72640
O  3.63587  1.55778  3.25754
C  4.27097  2.64589  2.48413
C  4.62139  2.19354  0.91648
C  5.45453  0.76052  0.89400
C  5.62261  0.13812  -0.64011
C  5.81496  -1.50386  -0.48821
C  4.47259  -2.32793  -0.94984
C  3.12660  -1.98530  -0.05000
C  2.85591  -3.03474  1.18108
C  1.39865  -3.78639  1.14584
C  0.13115  -2.78766  0.77011
C  -0.31287  -3.16886  -0.76868
C  -1.74803  -2.52707  -1.24491
N  -1.77547  -0.98579  -1.19231
C  -1.01606  -0.27077  -2.28755
Cl  -1.75772  -0.39036  -4.01860
C  0.22949  0.52843  -2.13319
C  0.87260  1.19419  -3.50320
Cl  1.03866  0.72794  -0.47786
C  -2.43897  -0.27321  -0.22443
N  -3.20141  -0.92803  0.90697
P  -4.82054  -1.58800  0.55773
N  -5.59935  -0.66047  -0.51646
C  -3.05782  0.02001  2.08065
C  -2.70308  1.55425  1.51684
C  -3.99859  2.39468  2.06507
C  -5.46051  1.74734  1.66152
N  -6.18616  0.86079  2.42460
N  -2.57359  1.20746  0.05151
C  -3.30851  2.06070  -0.95675
C  -2.87479  3.67353  -0.90351
C  -3.18822  4.25372  -2.44012
I  -0.74046  4.00505  -0.55499
H  1.87558  1.99927  1.97501
H  2.43350  0.17326  2.14859
H  1.49273  1.02086  3.56049
H  5.27161  2.94032  3.03073
H  3.56502  3.58035  2.52080
H  3.57976  2.10457  0.36295
H  5.23534  3.05141  0.40148
H  4.89197  -0.01498  1.59436
H  6.52552  0.92851  1.34316
H  4.71774  0.40978  -1.33366
H  6.61784  0.62561  -1.07711
H  6.68027  -1.79302  -1.25131
H  6.19653  -1.78494  0.60595
H  4.22450  -1.99655  -2.06307
H  4.74174  -3.47041  -0.94275
H  2.24089  -1.86911  -0.80888
H  3.26710  -0.91358  0.45051
H  3.68856  -3.88401  1.07924
H  3.02072  -2.49236  2.21235
H  1.44632  -4.63306  0.30717
H  1.18649  -4.35501  2.16274
H  -0.74766  -3.06120  1.49376
H  0.48443  -1.68218  0.91986
H  0.51528  -2.95613  -1.57938
H  -0.46290  -4.35313  -0.77706
H  -1.89251  -2.81461  -2.37834
H  -2.58138  -3.02049  -0.57765
H  1.08326  0.27707  -4.23660
H  1.91211  1.71056  -3.33514
H  0.08815  1.87041  -4.07181
H  -4.70493  -2.91955  -0.04147
H  -5.51168  -1.74134  1.82789
H  -6.48415  -0.30853  -0.04594
H  -3.78119  -0.06419  2.99811
H  -2.01220  -0.27810  2.56572
H  -1.65543  1.91718  1.93776
H  -3.94576  2.34353  3.25672
H  -3.95659  3.56228  1.81981
H  -5.97492  2.09316  0.64157
H  -7.09505  0.65643  1.91074
H  -2.97264  1.70297  -2.04509
H  -4.47791  1.95473  -0.94001
H  -3.57727  4.30438  -0.19418
H  -3.63242  5.34732  -2.28158
H  -4.01946  3.53677  -2.87119
H  -2.19786  4.26783  -3.07734
O  -2.09679  -4.65090  -4.03065
H  -2.29331  -3.83676  -4.45700

Cartesian forces (eV/Å) of the 2 atoms listed first:
-0.33 -1.17 -0.69
-1.10 1.18 -1.40

The strongest force on any atom is 5.34 eV/A. The molar mass comes out at 666.457 g/mol. Its HOMO-LUMO gap is 3.6 eV. For the highest occupied orbital energy, the calculation gives -5.1145 eV. The net charge is 0. The calculation puts the total energy at -2925.66739 Ha.

---

[2]
ORCA calculation (ωB97M-V/def2-TZVPD) on a cluster of 3 separate species, C24H47N6O4S in total in a non-equilibrium geometry.

Cartesian coordinates (Å):
C  -2.62717  6.99500  3.05946
C  -3.69002  6.75143  4.06236
N  -4.30845  7.72045  4.72781
C  -5.20626  7.11889  5.51172
N  -6.05044  7.72318  6.36145
S  -6.12849  9.41913  6.52995
N  -5.13585  5.78388  5.33995
N  -4.15300  5.54327  4.40961
C  -3.87563  4.17096  3.99058
C  -2.40538  3.89731  3.69469
O  -2.24653  2.49158  3.69351
C  -1.75009  1.99675  4.86662
O  -2.43828  1.69595  5.76904
H  -2.52916  8.06544  2.91402
H  -2.85329  6.50508  2.11495
H  -1.66960  6.62115  3.42405
H  -6.66419  7.16817  6.93535
H  -4.94639  9.56372  7.14038
H  -5.68641  5.06262  5.77765
H  -4.14824  3.52506  4.82520
H  -4.51631  3.90127  3.15139
H  -1.78599  4.38714  4.45248
H  -2.09129  4.28646  2.72777
H  -0.65952  1.92042  4.88895
C  1.84028  -0.59634  -0.91849
C  1.69346  0.48148  0.17233
C  1.32145  -0.15197  1.51488
C  -0.12481  -0.64525  1.58913
C  -1.09750  0.45994  1.17735
C  -0.78321  1.06731  -0.18749
N  0.64981  1.49175  -0.19338
O  0.82560  2.62518  0.38295
C  -1.10386  0.07965  -1.31909
C  -1.64710  2.29944  -0.41968
C  3.02871  1.20171  0.29814
H  1.60462  -0.19550  -1.90363
H  2.86764  -0.95676  -0.95594
H  1.21355  -1.46940  -0.74592
H  1.48111  0.59092  2.30394
H  2.01434  -0.97283  1.71110
H  -0.26697  -1.53102  0.96528
H  -0.34230  -0.96170  2.61157
H  -2.12185  0.07944  1.16519
H  -1.06716  1.25770  1.92281
H  -0.76000  0.46725  -2.27805
H  -2.18400  -0.05279  -1.37937
H  -0.67518  -0.90712  -1.17830
H  -1.55040  3.02119  0.38996
H  -2.69044  1.98920  -0.48467
H  -1.37749  2.79636  -1.35161
H  3.28777  1.70965  -0.63128
H  3.80092  0.46417  0.51533
H  3.02404  1.93681  1.09886
C  3.16387  -6.72636  -5.22800
C  2.55204  -5.31043  -5.23915
C  3.64722  -4.24292  -5.17827
C  4.30831  -4.11202  -3.80565
C  3.25791  -3.92049  -2.71249
C  2.17933  -5.00217  -2.71330
N  1.60993  -5.10939  -4.09105
O  0.72274  -4.21244  -4.32346
C  2.75090  -6.33998  -2.22151
C  1.05522  -4.62173  -1.75929
C  1.75896  -5.16045  -6.52972
H  2.47892  -7.44746  -4.78370
H  3.35985  -7.05019  -6.24905
H  4.11170  -6.78005  -4.69580
H  3.20891  -3.27761  -5.44994
H  4.39466  -4.47554  -5.93988
H  4.93035  -4.98439  -3.58954
H  4.98375  -3.25491  -3.81379
H  3.73604  -3.90179  -1.72979
H  2.77906  -2.94499  -2.84908
H  2.01846  -7.13843  -2.34277
H  2.98436  -6.25697  -1.15997
H  3.66644  -6.63795  -2.72232
H  0.64840  -3.63785  -1.98367
H  1.44710  -4.61050  -0.74131
H  0.24119  -5.34551  -1.80718
H  0.93617  -5.87516  -6.56787
H  2.42481  -5.35443  -7.37045
H  1.34834  -4.16068  -6.64289

Cartesian forces (eV/Å) of the 2 atoms listed first:
0.18 -0.08 0.13
-0.13 -0.14 0.01

Its spin multiplicity is 3. The strongest force on any atom is 1.39 eV/A. The expectation value of S² is 2.0083. The molar mass comes out at 515.745 g/mol. Its HOMO-LUMO gap (alpha / beta) is 6.3 / 7.5 eV. For the highest occupied orbital energy (alpha / beta), the calculation gives -9.2546 / -10.4187 eV. The net charge is +1. The calculation puts the total energy at -1969.98239 Ha.